Entry 1:
DFT (the ωB97M-V functional and the def2-TZVPD basis) results for 33 unconnected molecules or ions with the total composition C24H110BNO38 in a non-equilibrium geometry.

For the largest force on an atom, the calculation gives 0.085 Eh/bohr. The calculated total energy comes out at -3918.95229 hartree. The gap between HOMO and LUMO is 9.1 eV.

Geometry as ORCA input:
```
! RIJCOSX wB97M-V def2-TZVPD def2/J DEFGRID3
* xyz 0 1
C -7.529 -2.850 -3.390
O -6.357 -2.032 -3.681
C -5.187 -2.855 -3.398
C -3.938 -1.983 -2.808
C -2.599 -2.880 -2.879
C -1.342 -2.102 -3.512
C -0.349 -1.488 -2.391
C 1.061 -1.075 -3.080
C 1.781 0.154 -2.329
C 2.705 -0.240 -1.080
C 3.255 1.131 -0.392
C 4.367 0.865 0.761
C 5.663 1.745 0.376
C 6.462 2.281 1.692
C 5.531 3.121 2.679
C 5.751 4.722 2.577
C 4.445 5.648 2.608
C 4.811 7.114 3.157
C 3.661 8.201 2.901
C 2.212 7.718 3.382
O 2.086 7.911 4.832
C 2.044 6.632 5.452
O 1.092 6.188 6.110
O 6.386 5.021 3.851
C 5.620 4.335 4.831
O 5.173 4.784 5.904
C 5.523 2.814 4.253
B 6.807 2.134 4.972
O 8.127 2.280 4.371
N 6.748 1.325 6.242
C 5.362 0.854 6.543
C 7.101 2.324 7.337
H -8.494 -2.246 -3.539
H -7.606 -3.766 -4.068
H -7.553 -3.205 -2.295
H -5.455 -3.595 -2.563
H -4.913 -3.448 -4.335
H -3.765 -1.070 -3.461
H -4.132 -1.704 -1.715
H -2.356 -3.318 -1.844
H -2.787 -3.786 -3.567
H -1.732 -1.256 -4.183
H -0.793 -2.831 -4.207
H -0.140 -2.251 -1.570
H -0.843 -0.589 -1.866
H 1.728 -1.973 -3.254
H 0.775 -0.689 -4.118
H 0.982 0.917 -2.002
H 2.401 0.699 -3.135
H 2.157 -0.882 -0.311
H 3.599 -0.840 -1.479
H 2.370 1.674 0.108
H 3.686 1.739 -1.268
H 3.968 1.061 1.809
H 4.589 -0.264 0.719
H 5.455 2.586 -0.359
H 6.389 1.023 -0.149
H 7.242 3.018 1.276
H 6.944 1.359 2.146
H 4.408 3.051 2.420
H 6.375 5.064 1.692
H 3.559 5.190 3.166
H 4.095 5.768 1.517
H 5.761 7.517 2.645
H 5.025 7.131 4.286
H 3.673 8.582 1.820
H 3.910 9.123 3.545
H 1.457 8.378 2.817
H 1.972 6.638 3.115
H 2.961 5.966 5.301
H 4.471 2.475 4.515
H 8.339 1.415 3.926
H 4.570 1.672 6.561
H 5.080 0.050 5.771
H 5.387 0.418 7.609
H 7.493 1.713 8.211
H 7.892 3.042 6.917
H 6.145 2.908 7.572
O 10.246 0.352 3.175
H 10.818 0.828 3.797
H 10.862 -0.124 2.608
O 0.071 4.861 2.312
H 0.235 5.190 3.205
H -0.516 4.107 2.446
O 2.018 -3.484 -1.664
H 2.591 -3.023 -1.041
H 2.629 -3.967 -2.232
O -7.788 -5.494 -5.309
H -8.040 -5.047 -6.129
H -7.085 -6.100 -5.577
O 2.586 0.296 7.574
H 2.576 1.226 7.831
H 2.799 -0.169 8.392
O 8.063 -1.463 5.852
H 8.050 -0.529 6.108
H 8.279 -1.928 6.669
O -1.282 4.531 6.539
H -0.575 5.110 6.221
H -0.835 3.931 7.147
O -3.667 1.541 -3.797
H -3.791 2.098 -3.016
H -4.566 1.326 -4.075
O -10.188 -7.365 -5.224
H -9.456 -6.823 -5.554
H -9.765 -7.997 -4.631
O -10.519 -1.574 -3.781
H -10.358 -0.698 -3.412
H -10.970 -2.049 -3.071
O 1.693 -0.333 2.216
H 1.681 0.599 2.466
H 1.904 -0.793 3.039
O -1.278 -0.971 3.187
H -1.896 -0.470 2.642
H -0.421 -0.832 2.760
O 9.876 3.407 1.928
H 9.999 4.291 2.294
H 9.449 2.916 2.644
O -13.489 -8.110 -5.461
H -13.926 -7.563 -4.799
H -12.561 -7.850 -5.402
O 6.704 -1.280 -1.294
H 7.414 -0.715 -1.622
H 7.149 -1.883 -0.685
O 1.714 -1.569 -5.799
H 1.102 -1.045 -6.332
H 2.568 -1.438 -6.229
O -11.558 -10.493 -5.115
H -12.162 -9.951 -5.641
H -10.705 -10.387 -5.556
O 0.831 8.740 0.070
H 0.938 9.627 0.438
H 0.403 8.243 0.778
O -8.283 -11.374 -5.277
H -8.079 -11.064 -4.386
H -8.918 -12.087 -5.136
O 4.171 -2.978 0.125
H 4.882 -2.415 -0.205
H 4.614 -3.583 0.735
O 3.204 4.793 -0.733
H 2.730 5.330 -0.085
H 4.116 5.099 -0.666
O -4.184 -1.341 4.876
H -4.804 -0.840 4.333
H -3.330 -1.200 4.447
O 4.779 -5.813 0.527
H 5.376 -6.324 -0.031
H 3.900 -6.036 0.196
O -16.162 -7.554 -7.104
H -16.036 -7.043 -7.911
H -15.283 -7.909 -6.911
O -4.319 -0.614 -5.977
H -4.164 0.264 -5.606
H -4.753 -1.094 -5.261
O -2.125 3.086 -1.713
H -1.539 3.540 -1.095
H -1.525 2.597 -2.289
O 3.433 11.759 3.342
H 3.541 12.644 3.709
H 3.006 11.262 4.051
O -12.363 -5.722 -6.103
H -12.235 -5.209 -6.911
H -11.487 -6.078 -5.910
O -13.720 -4.296 -3.581
H -13.154 -4.823 -4.160
H -14.612 -4.473 -3.902
O 11.910 0.679 5.455
H 12.827 0.981 5.481
H 11.749 0.343 6.345
O -3.381 -5.313 -5.722
H -3.261 -4.801 -6.531
H -2.498 -5.648 -5.523
O -10.787 -3.706 -5.978
H -10.610 -2.831 -5.604
H -11.235 -4.177 -5.267
*
```

Entry 2:
DFT (the ωB97M-V functional and the def2-TZVPD basis) results for a molecular structure, C24H13Br2CeClF6N5O7S2 in a non-equilibrium geometry.

For the largest force on an atom, the calculation gives 0.058 Eh/bohr. The calculated total energy comes out at -9201.55645 hartree. The gap between HOMO and LUMO is 6.4 eV.

Geometry as ORCA input:
```
! RIJCOSX wB97M-V def2-TZVPD def2/J DEFGRID3
* xyz 1 1
Ce 1.222 0.463 -0.538
O -5.238 0.115 4.329
N -4.976 0.343 3.170
O -5.761 0.757 2.344
C -3.553 0.168 2.751
C -2.661 0.089 3.759
C -1.266 -0.059 3.475
C -0.298 -0.128 4.493
C 1.021 -0.291 4.154
C 1.348 -0.387 2.796
N 0.459 -0.310 1.820
C -0.843 -0.144 2.146
C -1.812 -0.005 1.079
N -1.318 0.022 -0.179
C -2.155 0.119 -1.195
C -3.538 0.215 -1.015
C -4.055 0.232 0.254
C -3.182 0.133 1.358
H -3.000 0.134 4.783
H -0.603 -0.051 5.528
H 1.802 -0.350 4.897
H 2.380 -0.528 2.494
H -1.710 0.137 -2.182
H -4.185 0.288 -1.877
H -5.117 0.328 0.412
Br 0.545 -0.133 -5.618
C 0.578 -1.543 -4.383
C 0.652 -2.868 -4.879
C 0.712 -3.926 -4.024
Br 0.814 -5.672 -4.713
C 0.704 -3.716 -2.613
C 0.776 -4.741 -1.648
C 0.787 -4.421 -0.317
C 0.758 -3.069 0.059
N 0.677 -2.084 -0.812
C 0.615 -2.398 -2.130
C 0.543 -1.300 -3.039
O 0.518 -0.065 -2.516
H 0.665 -3.017 -5.949
H 0.825 -5.771 -1.972
H 0.841 -5.184 0.446
H 0.810 -2.793 1.105
F -0.464 5.538 -1.193
C -0.956 4.788 -0.236
F -2.069 4.195 -0.640
F -1.186 5.498 0.848
S 0.229 3.422 0.186
O 0.435 2.634 -1.072
O -0.354 2.605 1.211
N 1.545 4.176 0.579
S 2.865 3.310 0.567
O 3.922 3.842 1.336
O 2.495 1.875 0.780
C 3.468 3.292 -1.217
F 2.996 4.329 -1.876
F 3.044 2.162 -1.815
F 4.785 3.302 -1.224
Cl 3.506 -0.832 -2.107
C 3.396 -0.786 -0.325
H 4.189 -0.150 0.060
H 3.371 -1.790 0.085
*
```